51
Properties=species:S:1:pos:R:3:forces:R:3:nbo_charge:R:1 method="wB97M-V/def2-TZVPD" e_tot_ha=-5602.91785 gap_ev=7.426 relative_energy_kcal_mol=26.9 total_charge=+2
Ga -0.386 -0.136 -0.384 -0.03 0.08 -0.83 1.52
F 3.050 3.847 -1.399 0.07 0.07 -0.07 -0.26
C 2.659 3.294 -0.284 -0.23 -0.11 -0.03 0.84
F 2.510 4.168 0.670 0.00 0.05 0.10 -0.25
F 3.473 2.325 0.080 0.08 -0.09 0.00 -0.28
S 0.972 2.491 -0.665 0.06 0.09 0.05 2.17
O 1.071 1.090 -0.078 0.30 0.19 -0.04 -1.06
O 0.764 2.445 -2.087 0.20 0.24 0.26 -0.89
N -0.029 3.343 0.173 0.07 -0.02 -0.21 -1.15
S -1.490 2.778 0.284 -0.09 -0.03 -0.07 2.24
O -2.537 3.685 0.039 0.07 -0.05 -0.02 -0.79
O -1.565 1.472 -0.470 -0.12 -0.03 0.36 -1.05
C -1.581 2.225 2.049 -0.09 -0.05 -0.01 0.76
F -2.822 1.865 2.318 0.00 0.02 0.00 -0.28
F -0.784 1.140 2.167 0.01 -0.03 -0.01 -0.31
F -1.173 3.168 2.851 0.02 0.02 0.03 -0.26
C 1.977 -5.845 0.031 0.01 0.01 0.00 -0.60
C 1.826 -4.508 0.756 0.00 -0.05 -0.15 -0.42
C 1.523 -3.410 -0.270 0.10 -0.05 -0.08 -0.59
S 1.021 -1.896 0.558 -0.36 0.05 0.92 1.29
O 0.078 -2.183 1.665 0.25 -0.04 -0.32 -0.93
C 2.583 -1.294 1.207 0.07 0.11 0.04 -0.60
C 2.395 -0.351 2.394 0.05 -0.06 -0.01 -0.41
C 3.751 0.164 2.872 0.04 -0.06 0.01 -0.61
H 2.205 -6.634 0.745 -0.01 0.01 0.01 0.25
H 2.785 -5.816 -0.701 -0.01 0.01 0.00 0.22
H 1.053 -6.116 -0.483 0.01 -0.01 -0.01 0.21
H 2.742 -4.279 1.299 -0.01 0.01 0.04 0.22
H 1.010 -4.560 1.477 0.01 0.02 0.03 0.24
H 0.706 -3.714 -0.923 0.02 -0.01 0.00 0.24
H 2.382 -3.150 -0.897 0.00 -0.01 0.01 0.26
H 3.115 -0.846 0.362 -0.02 0.06 0.04 0.25
H 3.122 -2.185 1.530 0.02 -0.04 -0.09 0.26
H 1.892 -0.900 3.190 -0.02 0.04 0.02 0.24
H 1.757 0.489 2.130 -0.04 0.02 -0.07 0.21
H 4.343 -0.634 3.321 0.00 -0.01 -0.02 0.23
H 3.616 0.938 3.626 0.00 -0.02 0.01 0.24
H 4.333 0.589 2.052 -0.03 0.03 0.01 0.21
I 0.246 -0.010 -3.123 -0.14 -0.24 0.13 0.30
I -0.035 -2.516 -3.968 -0.06 -0.09 -0.07 0.09
I -2.765 -5.236 -1.596 0.02 -0.10 -0.04 0.29
C -3.015 -3.341 -0.813 -0.03 0.07 0.05 -0.20
C -4.238 -2.882 -0.337 -0.04 0.04 0.01 -0.11
C -4.316 -1.598 0.181 -0.03 -0.07 0.01 -0.20
C -3.194 -0.802 0.208 0.21 0.00 0.03 0.08
N -2.006 -1.244 -0.258 -0.39 -0.13 -0.01 -0.65
C -1.932 -2.494 -0.752 0.11 0.09 0.00 0.03
H -5.116 -3.514 -0.370 0.01 -0.01 0.01 0.26
H -5.247 -1.209 0.567 0.00 -0.01 0.00 0.27
H -3.231 0.196 0.606 0.00 0.03 -0.03 0.24
H -0.973 -2.812 -1.129 -0.03 0.03 -0.01 0.22


16
Properties=species:S:1:pos:R:3:forces:R:3:nbo_charge:R:1 method="wB97M-V/def2-TZVPD" e_tot_ha=-662.78142 gap_ev=9.760 relative_energy_kcal_mol=0.0
C 0.435 2.286 -1.484 0.76 2.17 1.87 -0.96
P 0.734 0.559 -1.183 1.57 -1.30 -0.75 0.54
C 0.793 0.482 0.645 0.71 0.18 -0.61 0.04
N 0.771 1.585 1.330 -0.50 0.23 0.84 -0.30
N 0.548 1.245 2.652 0.07 1.19 -0.12 -0.28
C 0.472 -0.033 2.700 0.62 -0.98 -0.07 0.15
N 0.678 -0.596 1.484 -0.80 -0.50 -1.56 -0.36
C 0.646 -2.045 1.176 -2.26 0.89 3.44 -0.40
H -0.437 2.659 -0.952 -0.82 -0.36 -0.71 0.25
H 0.461 2.399 -2.562 -0.28 0.43 -0.03 0.24
H 1.155 2.978 -0.939 -0.17 -1.04 -1.11 0.25
H 2.173 0.708 -1.621 -1.29 -0.62 0.88 -0.02
H 0.386 -0.639 3.571 -0.21 -0.15 0.53 0.20
H -0.390 -2.502 1.348 1.38 0.82 0.08 0.21
H 0.889 -2.319 0.228 1.03 -0.07 -2.86 0.22
H 1.360 -2.429 1.878 0.19 -0.88 0.17 0.21


33
Properties=species:S:1:pos:R:3:forces:R:3:nbo_charge:R:1 method="wB97M-V/def2-TZVPD" e_tot_ha=-1742.32679 gap_ev=7.402
O 3.457 -1.698 -1.343 -0.02 0.15 -0.16 -0.48
C 3.540 -2.657 -0.610 0.00 -0.06 0.16 0.47
C 3.042 -2.600 0.789 0.03 0.00 0.07 -0.23
C 3.144 -3.653 1.596 -0.02 0.06 -0.06 -0.23
C 3.753 -4.924 1.136 -0.03 0.03 0.01 0.48
O 3.843 -5.882 1.871 0.01 -0.10 0.06 -0.49
C 4.249 -4.979 -0.262 0.02 0.02 -0.06 -0.24
C 4.150 -3.929 -1.071 0.02 -0.06 -0.01 -0.22
H 2.598 -1.665 1.112 0.10 -0.09 -0.13 0.25
H 2.789 -3.635 2.619 0.03 -0.05 0.02 0.23
H 4.691 -5.915 -0.579 -0.01 -0.02 0.05 0.23
H 4.506 -3.949 -2.093 -0.01 0.04 -0.01 0.23
O -6.184 2.656 -2.393 -0.12 0.02 -0.03 -0.48
C -5.014 2.496 -2.130 0.02 -0.01 0.03 0.47
C -4.383 3.185 -0.976 0.05 0.01 0.04 -0.22
C -3.097 3.011 -0.688 -0.09 0.20 0.05 -0.23
C -2.240 2.123 -1.507 -0.14 0.00 -0.05 0.48
O -1.071 1.965 -1.240 -0.06 -0.03 -0.17 -0.51
C -2.868 1.432 -2.660 -0.04 -0.02 -0.04 -0.22
C -4.155 1.605 -2.948 0.06 -0.04 -0.03 -0.23
H -5.026 3.828 -0.390 -0.05 0.00 -0.03 0.23
H -2.617 3.503 0.152 -0.19 -0.19 -0.31 0.23
H -2.224 0.788 -3.244 0.04 0.01 0.03 0.23
H -4.632 1.111 -3.785 -0.04 0.02 0.01 0.23
O -0.388 3.660 3.698 1.32 4.66 5.20 -0.56
C -0.582 2.916 2.866 -0.59 -2.13 -1.84 0.97
O -1.365 3.201 1.843 -0.55 -0.99 -1.90 -0.70
O -0.051 1.713 2.896 1.16 -2.08 -1.33 -0.78
P 0.145 1.002 1.353 -1.33 -1.08 -0.96 1.21
O 0.948 -0.394 1.732 -0.02 1.39 0.40 -1.00
I 1.768 2.265 0.028 0.62 0.03 0.61 -0.14
H -1.257 4.137 1.694 -0.22 0.76 0.05 0.51
H 0.531 -0.718 2.536 0.04 -0.43 0.34 0.50


12
Properties=species:S:1:pos:R:3:forces:R:3:nbo_charge:R:1 method="wB97M-V/def2-TZVPD" e_tot_ha=-269.19175 gap_ev=8.735 relative_energy_kcal_mol=96.9
C 0.998 1.096 -1.516 0.00 0.02 0.02 -0.64
C 0.817 -0.255 -0.855 0.22 -0.03 -0.20 -0.07
C -0.131 -0.622 1.245 -0.36 0.11 -0.30 0.21
O -0.336 -0.235 0.013 0.03 -0.14 0.44 -0.46
C -1.395 -0.656 1.927 -0.29 -0.07 0.28 -0.18
C -2.381 -0.807 2.613 0.34 0.08 -0.26 -0.15
H 1.733 1.006 -2.323 -0.10 0.03 0.14 0.22
H 1.359 1.843 -0.803 -0.09 -0.11 -0.08 0.22
H 0.055 1.447 -1.949 0.15 -0.08 0.06 0.22
H 1.676 -0.554 -0.248 -0.10 0.05 -0.10 0.20
H 0.605 -1.031 -1.596 0.04 0.10 0.07 0.19
H -3.273 -0.930 3.187 0.17 0.03 -0.07 0.24